Record 1
Density functional theory data (ωB97M-V/def2-TZVPD) for an isolated ion of composition C3H11N2O and charge +1 in a non-equilibrium geometry.

Last columns: bonded neighbours and bond lengths (Å).
CARTESIAN COORDINATES (ANGSTROEM)
1 C 1.24951 1.09688 -0.17181  C3 1.528, H7 1.148, H8 1.103, H9 1.102
2 C -0.89476 0.06915 0.70943  C3 1.544, N5 1.505, H10 1.032, H11 1.095
3 C -0.00468 0.30091 -0.53066  C1 1.528, C2 1.544, N4 1.374, O6 1.771
4 N -0.81451 0.49225 -1.62353  C3 1.374, H12 0.910, H13 1.038
5 N -0.32374 -0.98929 1.61507  C2 1.505, H15 0.966, H16 0.980
6 O 0.77321 -1.28528 -0.64767  C3 1.771, H14 0.984, H17 0.948
7 H 2.11155 0.59436 -0.73923  C1 1.148
8 H 1.53453 0.95166 0.88396  C1 1.103
9 H 1.21666 2.18097 -0.36584  C1 1.102
10 H -1.85392 -0.12434 0.38166  C2 1.032
11 H -0.83010 1.06184 1.16705  C2 1.095
12 H -0.51257 1.10128 -2.22910  N4 0.910
13 H -1.75076 0.04463 -1.62164  N4 1.038
14 H 0.30011 -1.53244 0.17883  O6 0.984
15 H -0.91543 -1.59899 2.07532  N5 0.966
16 H 0.22217 -0.54240 2.29585  N5 0.980
17 H 0.49272 -1.82118 -1.37768  O6 0.948

Values from the calculation:
total charge = +1
energy above the lowest of the compared OMol25 structures with the same formula, charge and spin = 238.8 kJ/mol
LUMO level = -3.121 eV
orbital gap = 11.887 eV



Record 2
Density functional theory data (ωB97M-V/def2-TZVPD) for a 2-piece molecular cluster, C3H11N2O overall in a non-equilibrium geometry.

Last columns: bonded neighbours and bond lengths (Å).
CARTESIAN COORDINATES (ANGSTROEM)
1 C -0.87444 -0.65663 -2.23838  C2 1.483, H6 1.080, H7 1.095, H8 1.091
2 C -0.80024 0.08225 -0.95442  C1 1.483, C3 1.344, N5 1.408
3 C 0.29639 0.74530 -0.54786  C2 1.344, N4 1.495, H9 1.075
4 N 0.29784 1.17268 0.88499  C3 1.495, H10 1.019, H11 1.028, H12 1.042
5 N -1.97139 0.28381 -0.19866  C2 1.408, H13 1.020, H14 1.022
6 H -1.86154 -0.77356 -2.66170  C1 1.080
7 H -0.36330 -1.61285 -2.08438  C1 1.095
8 H -0.24501 -0.10283 -2.93707  C1 1.091
9 H 1.25847 0.79815 -1.02566  C3 1.075
10 H 0.00875 2.13187 1.07256  N4 1.019
11 H 1.04379 0.70806 1.41888  N4 1.028
12 H -0.52620 0.66264 1.26758  N4 1.042
13 H -2.37996 1.21244 -0.30847  N5 1.020
14 H -2.75338 -0.27568 -0.54627  N5 1.022
15 H 3.23267 -1.19939 1.81446  O17 0.963
16 H 2.46991 -0.88163 3.09716  O17 0.939
17 O 2.47965 -1.45789 2.35562  H15 0.963, H16 0.939

Values from the calculation:
total charge = +1
energy above the lowest of the compared OMol25 structures with the same formula, charge and spin = 192.9 kJ/mol
LUMO level = -3.441 eV
orbital gap = 10.404 eV



Record 3
Density functional theory data (ωB97M-V/def2-TZVPD) for a 2-piece molecular cluster, C3H11N2O overall in a non-equilibrium geometry.

Last columns: bonded neighbours and bond lengths (Å).
CARTESIAN COORDINATES (ANGSTROEM)
1 C -0.88229 -1.05917 -2.07886  C2 1.593, H5 1.119, H6 1.020, H9 1.046
2 C 0.30924 -0.98764 -1.02464  C1 1.593, O3 1.291, N4 1.301
3 O 0.00912 -0.14686 -0.09185  C2 1.291
4 N 1.41069 -1.67286 -1.13040  C2 1.301, H7 1.006, H8 0.954
5 H -1.16381 0.01614 -2.20595  C1 1.119
6 H -1.57903 -1.76197 -1.83184  C1 1.020
7 H 2.14357 -1.14781 -0.68462  N4 1.006
8 H 1.63454 -2.29878 -1.81451  N4 0.954
9 H -0.58995 -1.41503 -3.01799  C1 1.046
10 C 0.35595 1.80436 2.34361  N11 1.594, H15 1.116, H16 1.117, H17 1.027
11 N -1.02100 1.60363 1.56542  C10 1.594, H12 1.043, H13 1.128, H14 0.989
12 H -0.61706 1.20622 0.69033  N11 1.043
13 H -1.69232 0.82968 2.03807  N11 1.128
14 H -1.56527 2.42600 1.49355  N11 0.989
15 H 1.02092 0.92869 2.15287  C10 1.116
16 H 0.16737 1.64078 3.43259  C10 1.117
17 H 0.74291 2.69031 1.99651  C10 1.027

Values from the calculation:
total charge = +1
energy above the lowest of the compared OMol25 structures with the same formula, charge and spin = 149.3 kJ/mol
LUMO level = -3.098 eV
orbital gap = 10.810 eV



Record 4
Density functional theory data (ωB97M-V/def2-TZVPD) for a 2-piece molecular cluster, C3H11N2O overall in a non-equilibrium geometry.

Last columns: bonded neighbours and bond lengths (Å).
CARTESIAN COORDINATES (ANGSTROEM)
1 C -1.35516 -0.57452 -0.97826  C2 1.502, H6 1.095, H7 1.088, H8 1.103
2 C -0.48645 0.24319 -0.06555  C1 1.502, C3 1.339, N5 1.478
3 C -0.93275 1.32169 0.59034  C2 1.339, N4 1.363, H9 1.094
4 N -2.19281 1.82784 0.70424  C3 1.363, H10 1.009, H11 1.004
5 N 0.76564 -0.41645 0.36015  C2 1.478, H12 1.028, H13 1.029, H14 1.021
6 H -0.90938 -1.00948 -1.87844  C1 1.095
7 H -2.19487 0.03125 -1.31179  C1 1.088
8 H -1.81207 -1.40858 -0.41943  C1 1.103
9 H -0.20326 1.96024 1.09678  C3 1.094
10 H -2.93372 1.28397 0.28845  N4 1.009
11 H -2.46349 2.16817 1.60928  N4 1.004
12 H 0.74957 -0.83244 1.30052  N5 1.028
13 H 1.65732 0.07815 0.21906  N5 1.029
14 H 0.85248 -1.22746 -0.25431  N5 1.021
15 H 4.06380 -1.61710 0.17616  O17 0.967
16 H 3.94656 -0.74958 -1.09670  O17 0.963
17 O 3.44860 -1.07888 -0.34053  H15 0.967, H16 0.963

Values from the calculation:
total charge = +1
energy above the lowest of the compared OMol25 structures with the same formula, charge and spin = 155.5 kJ/mol
LUMO level = -3.248 eV
orbital gap = 9.356 eV